No. 1
Computed, not measured: a single C8H10N2S molecule at a distorted geometry, with wB97M-V/def2-TZVPD.

Values from the calculation:
* LUMO (alpha / beta): -2.22 / -2.22 eV
* total charge: 0
* HOMO-LUMO gap (alpha / beta): 5.3 / 5.3 eV

Each line ends with the Löwdin charge.
Element x y z (Å)
C 1.0880 -0.9992 -0.9257  0.003
C 2.6350 0.7859 -0.6162  -0.098
C 0.3420 -0.5049 0.0670  -0.277
C -2.0067 -0.1829 -0.1946  -0.946
C 2.4814 -0.6072 -1.1162  -0.137
C 0.7646 0.6960 0.7625  -0.162
C -3.3421 -1.0077 -0.2680  -0.115
C 0.1584 1.3177 1.9493  -0.045
N 1.8776 1.4006 0.2206  0.141
N -1.0271 -0.9335 0.2442  -0.004
S -1.9091 1.4050 -0.6619  0.617
H 0.5870 -1.8654 -1.3721  0.140
H 3.3773 1.3385 -1.2039  0.124
H 3.0722 -1.3055 -0.5476  0.138
H 2.7954 -0.5944 -2.2049  0.153
H -3.2945 -1.5766 0.6239  0.032
H -3.2865 -1.6600 -1.2185  0.095
H -4.2530 -0.2781 -0.2437  0.085
H -0.0014 2.3635 1.7599  0.082
H 0.7234 1.3060 2.9861  0.149
H -0.7819 0.9022 1.9600  0.024

Cartesian forces (eV/Å) of the 6 atoms listed first:
C -0.85 -1.88 0.55
C 0.16 0.33 -0.46
C -3.49 1.90 0.88
C -0.28 -1.90 0.24
C -0.55 1.07 -1.42
C 2.09 0.92 -1.46

---

No. 2
Computed, not measured: a single C8H10N2S molecule at a distorted geometry, with wB97M-V/def2-TZVPD.

Values from the calculation:
* LUMO (alpha / beta): -0.33 / -0.22 eV
* total charge: 0
* HOMO-LUMO gap (alpha / beta): 6.6 / 7.0 eV

Each line ends with the Löwdin charge.
Element x y z (Å)
C 0.5812 1.0875 -0.0797  -0.018
C 2.1160 -1.3262 0.0720  -0.106
C -1.5503 -1.7246 -0.3948  -0.297
C -0.0845 -0.0667 -0.0485  -0.307
C 0.7360 -1.2657 -0.0474  -0.522
C 2.0671 1.2839 -0.1916  -0.140
C 2.8360 -0.0437 0.1825  -0.188
C -3.4386 0.6835 0.1418  -0.268
N -1.4082 -0.3703 -0.0847  -0.110
N -2.0960 0.9426 0.3434  0.011
S -0.1268 -2.7005 -0.1424  1.040
H 0.1403 2.0773 -0.1636  0.109
H 2.5179 -2.1937 0.4608  0.077
H -2.5611 -1.9939 -0.4028  0.057
H 2.2703 1.6580 -1.1932  0.111
H 2.3914 2.0764 0.5132  0.116
H 3.5078 -0.1315 1.1166  0.135
H 3.6915 -0.0501 -0.4935  0.095
H -3.9114 1.6366 0.2409  0.057
H -3.9559 0.0900 0.9860  0.095
H -3.7227 0.3312 -0.8150  0.054

Cartesian forces (eV/Å) of the 6 atoms listed first:
C -0.30 2.04 -0.31
C -4.17 2.72 -0.15
C -0.73 4.11 1.71
C 3.86 0.09 -0.36
C 4.44 0.09 0.36
C 0.11 -1.70 1.96

---

Relative energy (zero: lowest compared OMol25 entry of this formula, charge and spin)? In order: 313.2; 502.4 kJ/mol.
Energy? In order: -22269.6727; -22267.7121 eV.